No. 1
4 unconnected molecules or ions with the total composition C29H60N4O4. Source: OMol25; level of theory: ωB97M-V/def2-TZVPD.

```
! RIJCOSX wB97M-V def2-TZVPD def2/J DEFGRID3
* xyz 0 1
C 3.37454 1.80580 0.57445
C 2.77661 3.04730 -0.08633
O 1.68372 2.70769 -0.92268
C 0.39853 2.72831 -0.35009
C -0.58386 3.25623 -1.39126
O -1.58728 4.10264 -0.80665
C -2.36233 3.49503 0.11007
C -2.67369 4.02615 1.28979
C -3.62438 3.27722 2.15288
O -4.38549 3.82708 2.91946
C -3.59935 1.79000 2.00497
C -3.29312 1.23342 0.83748
C -3.20335 -0.25970 0.63524
N -2.89358 -0.63440 -0.73826
C -3.03863 2.19311 -0.28290
O -3.41026 2.00671 -1.41552
H 4.46367 1.85446 0.60137
H 3.02878 1.68256 1.60224
H 3.08422 0.91967 0.01019
H 2.46836 3.78751 0.66049
H 3.51108 3.52995 -0.73074
H 0.36659 3.34851 0.55446
H 0.12106 1.70533 -0.05712
H -1.07161 2.44486 -1.93362
H -0.04307 3.86846 -2.10695
H -2.30587 4.99062 1.61344
H -3.83662 1.19377 2.87901
H -4.11434 -0.71794 1.04439
H -2.37155 -0.60834 1.25394
H -2.92141 -1.64252 -0.82566
H -3.57226 -0.25266 -1.38613
C 6.26998 -0.25213 2.12700
C 6.30999 -0.96834 0.78683
N 7.22262 -0.36004 -0.16572
C 7.03807 -0.84131 -1.52470
C 7.33689 -2.31571 -1.82005
C 8.59849 -0.21449 0.28184
C 9.35315 -1.48393 0.69790
H 6.02632 0.80117 1.98251
H 5.49602 -0.70082 2.75176
H 7.20468 -0.31389 2.68498
H 5.31385 -0.91167 0.33665
H 6.50539 -2.03917 0.95767
H 7.64542 -0.21292 -2.18231
H 5.99501 -0.64154 -1.79194
H 8.40642 -2.52055 -1.85345
H 6.92080 -2.58365 -2.79321
H 6.88644 -2.97658 -1.07821
H 8.60499 0.48133 1.12363
H 9.14356 0.29048 -0.51983
H 8.73188 -2.13472 1.31549
H 10.23140 -1.21455 1.28733
H 9.69749 -2.06295 -0.15780
C -6.84042 -3.09926 4.03518
C -6.78778 -1.59109 3.84979
N -7.36618 -1.14656 2.59262
C -7.08134 0.24623 2.29130
C -7.65931 1.33142 3.20641
C -8.72886 -1.58534 2.33365
C -9.80848 -1.20241 3.35409
H -6.35597 -3.60907 3.20110
H -6.32410 -3.37439 4.95572
H -7.86324 -3.46831 4.11415
H -5.74022 -1.27304 3.84071
H -7.24246 -1.11023 4.73049
H -7.40171 0.43651 1.26276
H -5.99175 0.35049 2.28966
H -8.72421 1.48723 3.03659
H -7.15180 2.27823 3.01260
H -7.51312 1.09302 4.26087
H -8.71830 -2.67271 2.23411
H -9.00424 -1.20377 1.34715
H -9.46217 -1.34992 4.37844
H -10.68897 -1.83173 3.21267
H -10.12616 -0.16567 3.25436
C 3.73051 -2.33901 -3.71018
C 2.25569 -2.13016 -4.02086
N 1.56631 -1.34384 -3.01232
C 0.11929 -1.35678 -3.14943
C -0.49667 -0.70812 -4.39497
C 2.15900 -0.05145 -2.70918
C 2.32779 0.95883 -3.85128
H 3.85755 -2.79626 -2.72729
H 4.17436 -2.99790 -4.45788
H 4.29082 -1.40316 -3.72797
H 1.75961 -3.10479 -4.05145
H 2.16564 -1.71014 -5.03600
H -0.30633 -0.88451 -2.25997
H -0.19228 -2.40631 -3.11606
H -0.47376 0.38016 -4.34445
H -1.54306 -1.00710 -4.48214
H 0.01189 -1.01754 -5.30946
H 3.14182 -0.23083 -2.26416
H 1.56367 0.40274 -1.91579
H 2.70163 0.48278 -4.75985
H 3.04741 1.72442 -3.55663
H 1.39589 1.46853 -4.09340
*
```

For the highest occupied orbital energy, the calculation gives -8.00 eV. The calculation puts the LUMO energy at -0.9 eV. For the HOMO-LUMO gap, the calculation gives 7.12 eV.

=====

No. 2
15 unconnected molecules or ions with the total composition C72H171N9O15. Source: OMol25; level of theory: ωB97M-V/def2-TZVPD.

```
! RIJCOSX wB97M-V def2-TZVPD def2/J DEFGRID3
* xyz 0 1
C 7.13058 -3.22905 -0.83947
C 5.71726 -2.91245 -0.22527
C 5.24584 -1.61739 -0.84241
C 3.75061 -1.22314 -0.64975
C 2.88072 -2.44859 -1.03335
C 3.26386 -3.85747 -0.50166
N 4.75938 -4.02198 -0.47453
O 5.17456 -5.23514 -0.09056
C 2.78489 -4.04491 0.93998
C 2.49281 -4.87436 -1.36431
C 5.81023 -2.49783 1.25819
H 7.21638 -4.19984 -1.32763
H 7.96980 -3.14695 -0.14878
H 7.39882 -2.55329 -1.65158
H 5.83604 -0.78948 -0.44958
H 5.44143 -1.75652 -1.90565
H 3.41072 -0.46113 -1.35112
H 3.52164 -0.98321 0.38856
H 2.80302 -2.54864 -2.11596
H 1.81345 -2.22789 -1.01528
H 2.82985 -5.08267 1.27033
H 3.24212 -3.47022 1.74545
H 1.80797 -3.56691 1.01245
H 1.44712 -4.60048 -1.22428
H 2.69345 -4.80667 -2.43354
H 2.45112 -5.93509 -1.11691
H 6.67635 -1.86928 1.46521
H 5.94364 -3.32679 1.95326
H 4.89629 -2.08847 1.68859
H 5.42966 -5.58841 -0.94596
C -4.21607 -3.00021 -2.41189
C -5.07104 -3.92665 -3.28316
C -6.36595 -3.11733 -3.57834
C -7.31592 -3.93058 -4.58444
C -6.42823 -4.22836 -5.83676
C -5.08237 -5.06797 -5.56569
N -4.34718 -4.44510 -4.47588
O -3.19938 -5.24915 -4.11107
C -5.57175 -6.51966 -5.40219
C -4.29420 -4.99703 -6.83049
C -5.45630 -5.14505 -2.39460
H -3.26165 -3.52434 -2.36222
H -4.54109 -2.90913 -1.37546
H -3.93281 -2.09154 -2.94309
H -6.86953 -3.00831 -2.61780
H -6.12758 -2.12072 -3.94987
H -8.19485 -3.33453 -4.83005
H -7.59271 -4.86961 -4.10516
H -6.20618 -3.29853 -6.36042
H -7.08620 -4.85896 -6.43467
H -4.83157 -7.16986 -4.93582
H -6.32349 -6.81829 -4.67158
H -5.88221 -6.91907 -6.36769
H -3.51599 -5.75669 -6.75697
H -4.85752 -5.06382 -7.76125
H -3.70917 -4.08377 -6.93909
H -5.84337 -4.91457 -1.40206
H -4.56232 -5.72081 -2.15504
H -6.19230 -5.85439 -2.77308
H -2.52179 -4.57031 -4.07041
C 0.03851 9.20746 6.68508
C 0.81260 8.32419 5.62476
C 1.64258 7.29320 6.41064
C 2.10235 6.09390 5.54797
C 0.90469 5.55453 4.83797
C 0.21241 6.53977 3.80230
N -0.17522 7.70604 4.59940
O -0.90709 8.72421 3.92777
C 1.14898 6.80504 2.56270
C -1.07370 5.90352 3.30031
C 1.84050 9.31169 4.98733
H -0.77314 9.81786 6.28917
H 0.70751 9.83280 7.27625
H -0.52117 8.44401 7.22545
H 2.58115 7.76893 6.69498
H 1.19971 6.84566 7.30040
H 2.51538 5.22023 6.05216
H 2.83467 6.44370 4.82035
H 0.09774 5.22429 5.49208
H 1.25586 4.75045 4.19126
H 2.06385 7.30486 2.88094
H 1.39011 5.92353 1.96864
H 0.60849 7.56044 1.99232
H -0.79612 4.96957 2.81166
H -1.72740 5.66360 4.13889
H -1.64943 6.57448 2.66277
H 1.32100 10.16549 4.55228
H 2.19945 8.84375 4.07065
H 2.64004 9.72019 5.60536
H -1.63795 8.95988 4.50388
C 1.03095 -3.42848 6.19616
C 0.69407 -4.83876 5.50555
C 2.05736 -5.49859 5.09657
C 1.86313 -6.98234 4.60354
C 1.07651 -7.75260 5.61323
C -0.32038 -7.05901 5.98785
N -0.18065 -5.64735 6.39913
O -1.40215 -5.00450 6.57313
C -1.39060 -7.41992 4.81644
C -0.89705 -7.81584 7.29329
C 0.20721 -4.48939 4.07811
H 1.95580 -3.03303 5.77619
H 1.21821 -3.59876 7.25636
H 0.14198 -2.81699 6.04154
H 2.58319 -4.89970 4.35298
H 2.83077 -5.34945 5.85003
H 2.82123 -7.47230 4.43013
H 1.37380 -7.03608 3.63104
H 1.60013 -7.56020 6.54966
H 1.15456 -8.83856 5.66528
H -1.18327 -6.90911 3.87612
H -1.47212 -8.49142 4.63381
H -2.40334 -7.03738 4.94333
H -0.58852 -8.85438 7.17345
H -0.55022 -7.36823 8.22465
H -1.95750 -7.59079 7.40680
H 0.12241 -5.31891 3.37611
H 0.94537 -3.92506 3.50825
H -0.64563 -3.82100 3.95964
H -1.41000 -4.47994 7.37711
C -4.34164 3.61755 1.25044
C -5.66785 4.30116 1.06543
C -5.41372 5.50877 2.08477
C -6.41059 6.69976 1.84791
C -6.42298 7.03042 0.36623
C -6.79461 5.85297 -0.60610
N -5.80786 4.75983 -0.31651
O -5.81831 3.73063 -1.23480
C -8.25852 5.42301 -0.42335
C -6.54334 6.23113 -2.04870
C -6.73214 3.36461 1.63077
H -4.31873 3.17498 2.24629
H -3.44255 4.20507 1.06455
H -4.28626 2.86283 0.46594
H -5.63378 5.04083 3.04430
H -4.40768 5.91955 1.99965
H -6.18575 7.64266 2.34642
H -7.41541 6.39478 2.14016
H -5.38722 7.34547 0.23953
H -7.09490 7.86551 0.16809
H -8.91607 6.07138 -1.00243
H -8.40483 4.42335 -0.83249
H -8.51130 5.44465 0.63671
H -7.09961 7.14691 -2.24874
H -5.52686 6.51981 -2.31616
H -6.85750 5.42419 -2.71072
H -6.82497 3.31388 2.71562
H -6.55671 2.36993 1.22097
H -7.78635 3.51648 1.39906
H -5.06943 3.91566 -1.80623
C 6.69453 0.66507 -4.09458
C 5.80593 1.50425 -5.08510
C 6.01736 3.01111 -4.88952
C 7.29473 3.59161 -5.47379
C 7.14116 3.43193 -7.01748
C 7.07973 1.88701 -7.28195
N 5.97974 1.20264 -6.57945
O 5.85823 -0.06734 -6.89309
C 6.71210 1.84090 -8.73688
C 8.49315 1.27780 -7.24472
C 4.41099 1.25308 -4.54934
H 6.67197 0.86331 -3.02301
H 7.72566 0.55707 -4.43105
H 6.37888 -0.37811 -4.11028
H 5.14709 3.61072 -5.15633
H 6.16821 3.15301 -3.81937
H 8.18453 3.06395 -5.13036
H 7.28040 4.67283 -5.33649
H 8.05988 3.81560 -7.46114
H 6.39217 4.06267 -7.49631
H 7.21400 2.50082 -9.44447
H 6.74816 0.83634 -9.15836
H 5.66594 2.09461 -8.90798
H 9.08208 1.62636 -8.09312
H 8.98329 1.59091 -6.32287
H 8.46777 0.18942 -7.29856
H 4.36636 1.20316 -3.46140
H 4.22259 0.27075 -4.98252
H 3.63773 1.94137 -4.89058
H 5.18043 0.00681 -7.56888
C -3.34576 -5.27616 1.03835
O -2.32056 -4.74796 0.23670
H -4.01238 -4.54475 1.49522
H -3.96583 -5.91923 0.41379
H -2.95858 -5.95693 1.79646
H -2.46180 -3.80141 0.31211
C -2.66969 0.91469 -4.00406
O -1.33940 0.85285 -3.69637
H -3.17609 1.77731 -3.57099
H -2.84575 0.98566 -5.07740
H -3.21171 0.03852 -3.64819
H -0.94420 1.56417 -4.20572
C 2.46288 2.78873 0.41186
O 2.95784 3.81429 1.14999
H 1.38814 2.61652 0.46986
H 2.67437 2.83724 -0.65634
H 2.89704 1.88264 0.83446
H 3.27273 3.41564 1.96456
C -0.71766 0.38306 -0.34949
O 0.13994 0.04485 0.66343
H -1.51709 -0.28951 -0.66038
H -1.07347 1.39961 -0.18181
H 0.00368 0.38068 -1.16667
H -0.39717 0.05609 1.45903
C -0.18634 3.56609 -4.86112
O -0.14407 2.46991 -5.71435
H -1.05284 4.11607 -5.22829
H -0.11409 3.36867 -3.79159
H 0.67389 4.22707 -4.96689
H 0.42473 2.67614 -6.45969
C -1.08570 4.57145 -0.72392
O 0.12862 4.95191 -1.40734
H -1.24219 5.04411 0.24572
H -1.89616 4.95840 -1.34160
H -1.17419 3.51362 -0.47643
H 0.61742 5.44152 -0.74179
C 1.89277 -5.76543 -5.47244
C 1.12399 -4.60331 -6.06031
C 1.09004 -3.34853 -5.15002
O 0.09633 -3.48524 -4.13749
C -0.22427 -2.22788 -3.41097
N 1.83998 -4.33995 -7.23863
H 2.61957 -5.15066 -4.94146
H 2.44093 -6.46597 -6.10241
H 1.17499 -6.31094 -4.85982
H 0.14578 -4.99046 -6.34546
H 0.65282 -2.57184 -5.77746
H 2.01357 -2.96789 -4.71378
H -0.48251 -1.43214 -4.10969
H 0.68974 -1.95769 -2.88212
H -1.03556 -2.32933 -2.69012
H 1.70334 -5.01754 -7.97505
H 2.79579 -4.51816 -6.96519
C -2.92767 -1.66472 2.68596
C -2.97059 -0.13898 2.83350
C -3.88287 0.16244 3.99652
O -3.87302 1.56573 4.16111
C -4.48342 1.91795 5.40309
N -1.64044 0.46891 3.07112
H -3.94223 -2.06137 2.64813
H -2.50730 -2.08832 3.59807
H -2.37237 -1.99403 1.80772
H -3.42161 0.27980 1.93388
H -3.47254 -0.26489 4.91145
H -4.84426 -0.33147 3.85552
H -5.55691 1.73133 5.43288
H -4.39228 2.99763 5.52176
H -3.98485 1.38722 6.21417
H -1.40188 0.16595 4.00460
H -1.72353 1.47279 3.14470
C 2.02152 1.72048 4.35617
C 2.14624 0.22997 4.04838
C 3.60904 -0.11017 3.82128
O 4.39003 -0.12165 4.99488
C 5.15664 -1.31499 5.20193
N 1.54354 -0.50224 5.15900
H 2.55932 1.89057 5.28888
H 0.97750 2.03178 4.39116
H 2.54266 2.23465 3.54862
H 1.51144 -0.00923 3.19521
H 3.84367 0.61919 3.04598
H 3.60858 -1.13613 3.45317
H 4.42112 -2.05206 5.52418
H 5.80294 -1.07302 6.04564
H 5.77334 -1.50666 4.32384
H 2.14428 -1.25131 5.47223
H 1.32226 0.02818 5.98955
*
```

For the highest occupied orbital energy, the calculation gives -7.58 eV. The calculation puts the LUMO energy at 0.4 eV. For the HOMO-LUMO gap, the calculation gives 7.94 eV.

=====

No. 3
A molecular structure, C8H16O14RbS2. Source: OMol25; level of theory: ωB97M-V/def2-TZVPD.

```
! RIJCOSX wB97M-V def2-TZVPD def2/J DEFGRID3
* xyz -3 1
Rb 16.34130 -13.57608 16.76624
S 17.93273 -18.56307 13.62767
O 16.90141 -19.59640 13.46132
O 18.90536 -19.24494 12.82690
O 17.59705 -17.25520 13.12693
O 18.29628 -18.49929 15.00470
S 17.77093 -7.69461 16.47561
O 18.36165 -8.74109 15.67508
O 16.61158 -8.22518 17.16666
O 18.76694 -7.04247 17.27021
O 17.44846 -6.53840 15.68672
C 22.69935 -12.06486 18.94313
C 22.69293 -12.07864 20.41955
O 22.68081 -13.35486 20.88072
C 21.52650 -13.98065 20.97966
O 20.34065 -13.56863 20.82257
O 21.80427 -15.25755 21.40140
C 20.82803 -16.13406 21.93497
H 23.52135 -12.66305 18.54993
H 22.80447 -11.05734 18.54072
H 21.70253 -12.37670 18.63137
H 21.98226 -11.45406 20.96079
H 23.65962 -11.74573 20.79743
H 21.27872 -16.99172 22.43438
H 20.16920 -16.44490 21.12416
H 20.31162 -15.71257 22.79739
C 9.00155 -19.10112 15.30192
C 9.06553 -17.57408 15.31682
O 8.55286 -17.00037 16.52357
C 9.23052 -15.99508 17.16558
O 10.39404 -15.71828 17.03926
O 8.39456 -15.26997 17.92878
C 7.09156 -15.74951 18.28838
H 9.48227 -19.45356 16.21449
H 9.34687 -19.41581 14.31713
H 7.99923 -19.52897 15.32248
H 8.41444 -17.10387 14.57988
H 10.06245 -17.20387 15.07764
H 7.00591 -16.58431 18.98399
H 6.51621 -16.08981 17.42740
H 6.54077 -14.93289 18.75513
*
```

For the highest occupied orbital energy, the calculation gives 2.32 eV. The calculation puts the LUMO energy at 3.9 eV. For the HOMO-LUMO gap, the calculation gives 1.59 eV. As for the energy above the lowest of the compared OMol25 structures with the same formula, charge and spin: 5.166 eV.

=====

- What is the formula in the first record?
  C29H60N4O4

=====

- The highest highest occupied orbital energy belongs to which entry?
  C8H16O14RbS2

=====

Repeat the third record exactly.
A molecular structure, C8H16O14RbS2. Source: OMol25; level of theory: ωB97M-V/def2-TZVPD.

```
! RIJCOSX wB97M-V def2-TZVPD def2/J DEFGRID3
* xyz -3 1
Rb 16.34130 -13.57608 16.76624
S 17.93273 -18.56307 13.62767
O 16.90141 -19.59640 13.46132
O 18.90536 -19.24494 12.82690
O 17.59705 -17.25520 13.12693
O 18.29628 -18.49929 15.00470
S 17.77093 -7.69461 16.47561
O 18.36165 -8.74109 15.67508
O 16.61158 -8.22518 17.16666
O 18.76694 -7.04247 17.27021
O 17.44846 -6.53840 15.68672
C 22.69935 -12.06486 18.94313
C 22.69293 -12.07864 20.41955
O 22.68081 -13.35486 20.88072
C 21.52650 -13.98065 20.97966
O 20.34065 -13.56863 20.82257
O 21.80427 -15.25755 21.40140
C 20.82803 -16.13406 21.93497
H 23.52135 -12.66305 18.54993
H 22.80447 -11.05734 18.54072
H 21.70253 -12.37670 18.63137
H 21.98226 -11.45406 20.96079
H 23.65962 -11.74573 20.79743
H 21.27872 -16.99172 22.43438
H 20.16920 -16.44490 21.12416
H 20.31162 -15.71257 22.79739
C 9.00155 -19.10112 15.30192
C 9.06553 -17.57408 15.31682
O 8.55286 -17.00037 16.52357
C 9.23052 -15.99508 17.16558
O 10.39404 -15.71828 17.03926
O 8.39456 -15.26997 17.92878
C 7.09156 -15.74951 18.28838
H 9.48227 -19.45356 16.21449
H 9.34687 -19.41581 14.31713
H 7.99923 -19.52897 15.32248
H 8.41444 -17.10387 14.57988
H 10.06245 -17.20387 15.07764
H 7.00591 -16.58431 18.98399
H 6.51621 -16.08981 17.42740
H 6.54077 -14.93289 18.75513
*
```

For the highest occupied orbital energy, the calculation gives 2.32 eV. The calculation puts the LUMO energy at 3.9 eV. For the HOMO-LUMO gap, the calculation gives 1.59 eV. As for the energy above the lowest of the compared OMol25 structures with the same formula, charge and spin: 5.166 eV.

=====

- Among the records above, which one has the lowest LUMO?
  C29H60N4O4